(1)
Molecular formula: C30H39BiN3OS
Method: DFT, wB97M-V/def2-TZVPD

Values from the calculation:
Frontier orbital gap (spin up / spin down): 3.9602 / 3.9662 eV
Total charge: -1
Energy above the lowest of the compared OMol25 structures with the same formula, charge and spin: 88.6 kJ/mol
Calculated total energy: -2018.64648 Ha
Maximum force: 3.16 eV/A

Last column: Löwdin charge in e.
Cartesian coordinates (Å):
Bi  -0.902  0.641  -0.037  1.920
N  -2.070  -1.282  0.728  -0.060
N  -0.431  -2.338  -1.425  -0.081
C  2.111  0.982  -0.170  -0.320
C  2.264  -0.349  0.324  -0.281
C  1.816  -0.391  1.666  -0.240
C  1.779  -1.610  2.480  -0.067
H  1.820  -2.497  1.848  0.066
H  0.814  -1.566  3.030  0.025
H  2.649  -1.722  3.144  0.079
C  1.336  0.935  2.026  -0.293
C  0.799  1.440  3.299  -0.090
H  1.502  1.971  3.974  0.085
H  0.300  0.609  3.803  0.003
H  0.037  2.174  3.047  0.063
C  1.486  1.766  0.864  -0.379
C  1.195  3.224  0.786  -0.102
H  0.309  3.470  1.391  0.060
H  0.958  3.500  -0.253  0.057
H  1.998  3.928  1.112  0.082
C  2.791  -1.502  -0.434  -0.073
H  3.870  -1.667  -0.235  0.080
H  2.668  -1.351  -1.515  0.054
H  2.258  -2.422  -0.162  0.059
C  2.608  1.518  -1.451  -0.071
H  1.836  2.151  -1.902  0.060
H  2.849  0.721  -2.161  0.048
H  3.517  2.144  -1.362  0.082
C  -2.106  -0.586  2.045  -0.637
H  -2.756  0.305  2.018  0.090
C  -2.625  -1.499  3.140  -0.220
H  -3.307  -1.000  3.835  0.071
C  -2.429  -2.853  3.064  -0.227
H  -2.746  -3.502  3.892  0.092
C  -1.673  -3.324  1.982  -0.118
H  -1.275  -4.336  2.020  0.071
C  -1.489  -2.524  0.791  -0.358
C  -0.644  -2.995  -0.220  -0.125
H  -0.275  -4.035  -0.191  0.103
C  -0.283  -0.967  -1.533  -0.251
C  -0.405  -2.966  -2.669  -0.026
H  -0.478  -4.019  -2.815  0.113
C  -0.408  -1.971  -3.575  -0.054
H  -0.486  -2.015  -4.633  0.113
N  -0.401  -0.765  -2.888  -0.066
C  -0.636  0.512  -3.505  -0.155
C  0.372  1.124  -4.255  -0.201
C  0.178  2.440  -4.703  -0.005
H  0.949  2.921  -5.296  0.116
C  -0.997  3.135  -4.437  -0.274
C  -1.215  4.531  -4.947  -0.058
H  -1.099  5.284  -4.156  0.084
H  -2.228  4.650  -5.352  0.078
H  -0.499  4.768  -5.740  0.072
C  -1.996  2.503  -3.708  -0.007
H  -2.934  3.022  -3.523  0.118
C  -1.837  1.185  -3.248  -0.239
C  -2.971  0.507  -2.541  -0.083
H  -3.419  -0.257  -3.194  0.099
H  -3.733  1.256  -2.291  0.083
H  -2.700  -0.004  -1.593  -0.003
C  1.636  0.415  -4.608  -0.050
H  1.539  -0.076  -5.586  0.087
H  1.916  -0.349  -3.876  0.068
H  2.454  1.143  -4.684  0.084
C  -0.465  -0.050  6.138  -0.414
S  -0.700  -1.343  4.965  0.868
C  0.374  -2.637  5.497  -0.386
O  -0.879  -0.055  2.186  -0.367
H  0.559  0.005  6.501  0.037
H  -1.158  -0.165  6.971  0.021
H  -0.700  0.866  5.591  0.025
H  -0.176  -3.577  5.596  0.029
H  1.098  -2.757  4.687  0.006
H  0.885  -2.421  6.434  0.032

Cartesian forces, eV/Å:
Bi 1.194 -1.347 2.592
N -0.285 1.223 -0.343
N 0.274 0.595 1.305
C -0.464 -1.596 0.382
C -0.161 1.732 0.475
C 0.236 2.565 -0.457
C -0.566 -0.332 0.626
H -0.344 -0.098 -0.037
H 0.807 -0.436 -0.199
H -0.211 0.240 0.242
C 2.256 -0.958 -1.543
C -0.172 0.135 0.751
H 0.110 -0.377 -0.328
H 0.361 0.474 0.130
H -0.341 0.118 0.268
C -0.495 -0.982 0.622
C -0.090 0.721 -0.142
H 0.171 0.058 -0.092
H 0.024 0.078 0.165
H -0.257 -0.594 -0.073
C 0.489 -0.449 -0.315
H -0.348 -0.055 -0.151
H 0.076 -0.114 0.113
H 0.088 0.092 -0.129
C 0.075 0.321 -0.577
H 0.121 0.104 -0.287
H -0.041 0.081 0.093
H -0.193 -0.147 0.103
C -1.715 -1.302 -0.339
H -1.081 -0.314 -0.492
C -1.485 -0.237 -0.778
H 0.385 -0.401 0.124
C -0.227 1.781 0.142
H 0.057 0.128 -0.406
C 0.413 -0.277 -1.435
H -0.020 0.128 -0.317
C 0.286 -0.221 2.029
C 0.507 -1.517 -0.502
H -0.338 0.693 -0.090
C -0.965 -1.713 -1.177
C -0.011 1.301 0.501
H -0.027 -0.336 0.242
C -0.046 0.823 0.268
H 0.071 0.090 -0.561
N 0.122 0.122 -1.356
C 0.401 0.271 0.320
C -0.223 0.437 0.004
C -0.316 -0.397 0.037
H 0.044 -0.070 0.079
C -0.012 -0.078 -0.004
C 0.016 0.310 -0.098
H 0.024 -0.195 -0.092
H 0.206 -0.056 0.056
H -0.107 0.022 0.091
C 0.151 -0.747 0.074
H 0.107 -0.102 0.047
C -0.030 0.447 -0.053
C -0.414 -0.158 0.312
H 0.072 0.155 0.224
H 0.048 -0.265 -0.074
H -0.333 0.031 -0.737
C 0.529 -0.140 -0.159
H 0.021 0.043 0.162
H -0.116 0.167 -0.130
H -0.120 -0.226 0.017
C 0.063 0.426 0.681
S -0.481 0.016 0.261
C 0.697 -0.776 -0.020
O 1.035 0.791 -0.976
H 0.111 0.144 0.029
H 0.105 0.172 0.182
H 0.037 0.057 0.241
H 0.024 0.115 0.077
H 0.182 -0.235 0.344
H 0.038 0.041 0.058

(2)
Molecular formula: C43H51As2Br2CsN6O3P2
Method: DFT, wB97M-V/def2-TZVPD

Values from the calculation:
Frontier orbital gap: 6.5945 eV
Energy above the lowest of the compared OMol25 structures with the same formula, charge and spin: 69.7 kJ/mol
Calculated total energy: -12545.75904 Ha
Maximum force: 0.93 eV/A

Last column: Löwdin charge in e.
Cartesian coordinates (Å):
Cs  0.101  0.429  -0.753  0.953
C  -2.213  -2.722  1.486  -0.422
C  -1.238  -3.170  0.400  -0.459
As  0.621  -2.763  0.934  1.259
C  0.771  -4.198  2.239  -0.387
C  1.097  -3.826  3.540  -0.121
C  1.171  -4.781  4.547  -0.083
C  0.927  -6.116  4.255  -0.088
C  0.608  -6.495  2.952  -0.085
C  0.531  -5.537  1.951  -0.105
C  1.549  -3.417  -0.648  -0.401
C  1.088  -4.433  -1.478  -0.130
C  1.777  -4.758  -2.638  -0.095
C  2.931  -4.061  -2.984  -0.083
C  3.393  -3.040  -2.164  -0.072
C  2.703  -2.720  -1.000  -0.132
As  -2.009  -0.790  1.894  1.247
C  -1.073  -0.884  3.603  -0.428
C  -1.483  -1.702  4.655  -0.126
C  -0.764  -1.736  5.842  -0.088
C  0.375  -0.949  5.990  -0.091
C  0.789  -0.129  4.951  -0.081
C  0.066  -0.096  3.763  -0.128
C  -3.822  -0.426  2.531  -0.393
C  -4.887  -0.634  1.653  -0.122
C  -6.183  -0.293  2.014  -0.085
C  -6.432  0.272  3.258  -0.094
C  -5.377  0.499  4.131  -0.089
C  -4.080  0.154  3.768  -0.113
H  -2.065  -3.298  2.400  0.060
H  -3.243  -2.874  1.167  0.059
H  -1.427  -2.652  -0.551  0.037
H  -1.345  -4.240  0.212  0.056
H  1.280  -2.782  3.777  0.083
H  1.417  -4.475  5.556  0.102
H  0.986  -6.863  5.036  0.100
H  0.424  -7.535  2.719  0.101
H  0.290  -5.846  0.933  0.092
H  0.184  -4.981  -1.231  0.090
H  1.411  -5.555  -3.275  0.104
H  3.464  -4.310  -3.892  0.102
H  4.283  -2.484  -2.428  0.105
H  3.058  -1.905  -0.378  0.054
H  -2.373  -2.313  4.550  0.109
H  -1.087  -2.379  6.651  0.104
H  0.936  -0.980  6.916  0.102
H  1.676  0.485  5.052  0.107
H  0.413  0.540  2.955  0.074
H  -4.710  -1.047  0.666  0.100
H  -6.996  -0.463  1.320  0.103
H  -7.442  0.537  3.543  0.100
H  -5.561  0.940  5.103  0.100
H  -3.268  0.329  4.467  0.094
C  -0.312  5.105  -1.355  -0.037
C  1.173  4.853  -1.307  -0.355
C  2.072  5.871  -1.694  -0.027
C  3.416  5.625  -1.683  -0.034
C  3.900  4.364  -1.266  -0.202
C  5.267  4.004  -1.221  -0.644
Br  6.622  5.232  -1.753  0.729
C  5.634  2.756  -0.793  -0.190
C  4.679  1.821  -0.384  -0.603
Br  5.264  0.112  0.188  0.763
C  3.296  2.080  -0.378  -0.477
O  2.410  1.257  0.012  -0.430
C  2.925  3.407  -0.865  -0.150
N  1.588  3.670  -0.914  0.150
H  -0.605  5.561  -2.303  0.077
H  -0.611  5.792  -0.559  0.081
H  -0.850  4.169  -1.226  0.054
H  1.681  6.830  -2.012  0.112
H  4.123  6.383  -1.991  0.075
H  6.680  2.481  -0.764  0.091
N  1.192  2.978  2.186  0.078
N  0.002  3.683  2.484  0.004
C  -1.200  3.472  1.913  -0.398
N  -2.215  4.184  2.421  0.193
N  -1.245  2.593  0.910  0.072
N  -2.429  2.394  0.272  -0.456
O  -2.345  1.720  -0.743  -0.181
O  -3.507  2.821  0.691  0.029
H  1.816  3.624  1.710  0.081
H  1.013  2.281  1.465  0.014
H  -0.002  4.037  3.425  0.141
H  -2.039  4.854  3.148  0.115
H  -3.150  3.973  2.106  0.087
C  -2.586  -1.916  -4.811  -0.307
P  -1.828  -1.051  -3.369  0.830
C  -0.127  -1.738  -3.558  -0.349
C  -1.736  0.673  -4.086  -0.444
C  -0.567  1.003  -5.023  -0.424
P  0.976  1.464  -4.090  0.834
C  0.956  3.286  -4.324  -0.283
C  2.250  1.001  -5.330  -0.293
H  -2.566  -2.994  -4.641  0.034
H  -2.058  -1.705  -5.744  0.039
H  -3.628  -1.616  -4.921  0.032
H  -0.191  -2.802  -3.345  0.023
H  0.585  -1.316  -2.847  -0.049
H  0.280  -1.621  -4.565  0.036
H  -1.802  1.391  -3.259  0.032
H  -2.689  0.761  -4.617  0.071
H  -0.831  1.828  -5.690  0.078
H  -0.337  0.155  -5.673  0.060
H  0.899  3.566  -5.378  0.045
H  1.853  3.725  -3.884  0.032
H  0.093  3.703  -3.799  0.027
H  2.026  1.387  -6.327  0.043
H  2.326  -0.087  -5.379  0.028
H  3.221  1.388  -5.016  0.039

Cartesian forces, eV/Å:
Cs 0.171 -0.548 -0.356
C 0.015 0.080 -0.031
C 0.038 0.100 -0.162
As -0.212 0.026 0.056
C 0.190 0.034 0.084
C -0.041 -0.025 0.033
C -0.038 -0.088 -0.048
C -0.012 0.056 -0.134
C 0.041 0.086 0.103
C -0.033 -0.138 -0.160
C -0.016 0.049 0.079
C -0.038 -0.152 -0.009
C 0.110 0.003 -0.030
C -0.066 0.014 0.072
C -0.091 -0.049 0.017
C 0.036 0.036 -0.132
As -0.195 -0.129 0.128
C 0.095 0.073 0.071
C 0.074 0.007 0.018
C 0.037 0.058 -0.058
C -0.092 -0.066 0.000
C -0.017 0.024 -0.095
C -0.035 -0.062 0.016
C -0.050 0.024 -0.051
C -0.026 0.058 0.037
C 0.066 -0.003 0.039
C 0.047 -0.015 -0.003
C 0.007 -0.021 -0.055
C 0.021 0.007 0.111
H 0.015 -0.014 0.055
H -0.059 0.007 -0.022
H -0.031 -0.013 0.166
H 0.013 -0.019 0.005
H 0.009 -0.048 -0.039
H 0.002 -0.023 0.004
H -0.001 0.001 0.000
H -0.001 -0.005 0.009
H 0.051 0.059 0.234
H 0.061 0.060 -0.034
H 0.014 0.012 -0.007
H -0.009 -0.013 -0.003
H 0.018 0.009 0.008
H 0.005 0.021 0.016
H 0.000 -0.013 0.004
H -0.009 -0.002 -0.002
H -0.002 0.001 -0.014
H -0.009 -0.013 0.003
H -0.025 -0.033 0.028
H 0.036 -0.022 -0.027
H 0.005 0.002 0.003
H 0.002 0.004 -0.001
H -0.005 0.005 0.002
H -0.065 0.000 -0.062
C 0.080 0.026 0.041
C -0.034 -0.198 0.010
C 0.147 0.029 -0.039
C -0.136 0.038 -0.015
C -0.159 -0.120 0.057
C -0.042 -0.132 0.051
Br -0.073 -0.036 0.018
C 0.056 -0.027 -0.002
C -0.174 0.217 -0.112
Br 0.000 0.004 0.004
C 0.015 -0.177 0.097
O 0.814 0.353 0.285
C 0.033 0.141 -0.072
N 0.075 0.124 -0.021
H 0.013 0.002 0.021
H -0.017 -0.010 -0.011
H 0.001 -0.035 -0.010
H 0.049 0.004 0.003
H -0.021 0.013 0.002
H -0.002 0.015 -0.005
N 0.028 -0.005 -0.096
N 0.051 -0.098 -0.153
C 0.114 -0.016 0.138
N -0.089 0.020 0.077
N -0.083 0.244 0.135
N -0.168 0.175 0.247
O -0.607 0.308 -0.102
O 0.209 -0.107 -0.109
H -0.040 0.070 0.019
H -0.068 -0.070 0.062
H -0.060 -0.006 0.022
H -0.028 0.016 -0.023
H 0.051 -0.007 -0.005
C 0.019 0.004 -0.014
P -0.024 -0.021 -0.125
C 0.038 0.145 -0.085
C -0.013 -0.057 0.045
C -0.044 -0.015 0.050
P 0.042 -0.002 -0.159
C -0.044 0.034 0.039
C 0.041 -0.026 -0.012
H 0.010 0.013 0.023
H 0.011 0.011 0.017
H 0.007 0.016 0.020
H -0.005 -0.147 0.026
H -0.001 -0.092 -0.153
H -0.016 0.009 0.023
H 0.086 -0.069 -0.097
H -0.003 0.082 -0.003
H -0.022 0.022 -0.003
H -0.007 -0.022 0.019
H -0.006 -0.032 -0.012
H -0.005 -0.024 0.013
H 0.036 -0.012 -0.022
H -0.031 0.017 0.011
H 0.010 0.011 -0.005
H -0.016 -0.001 0.021

(3)
Molecular formula: C3H4F3N
Method: DFT, wB97M-V/def2-TZVPD

Values from the calculation:
Frontier orbital gap: 11.2090 eV
SMILES: C=C(F)CN(F)F
Energy above the lowest of the compared OMol25 structures with the same formula, charge and spin: 435.6 kJ/mol
Calculated total energy: -470.88668 Ha
Maximum force: 2.32 eV/A

Last column: natural (NBO) charge in e.
Cartesian coordinates (Å):
C  0.136  -1.700  -0.191  -0.468
C  -0.476  -0.735  0.472  0.377
C  -0.465  0.735  0.150  -0.368
N  0.695  1.105  -0.757  0.339
F  -1.180  -1.083  1.584  -0.330
F  0.526  2.520  -0.979  -0.257
F  1.845  1.014  0.009  -0.228
H  0.210  -2.783  0.124  0.230
H  0.627  -1.531  -1.170  0.226
H  -0.620  1.215  1.077  0.233
H  -1.296  1.243  -0.319  0.245

Cartesian forces, eV/Å:
C 0.689 -1.343 -0.884
C -0.074 -0.994 -0.940
C 0.125 -0.006 -0.777
N -0.959 0.389 0.794
F 0.256 0.838 -0.175
F 0.279 -1.304 0.562
F -0.220 0.400 -0.018
H -0.482 1.587 -0.004
H -0.304 0.334 0.910
H 1.343 1.037 1.578
H -0.653 -0.939 -1.047

Among the records above, which one has the highest calculated total energy?
C3H4F3N